[1]
49
Properties=species:S:1:pos:R:3 method="wB97M-V/def2-TZVPD" homo_ev=-8.64 multiplicity=1 de_lowest_kj_mol=64.79 homo_lumo_gap_ev=10.16 total_energy_ev=-46173.4560 charge=-1
O -2.1540 1.7017 1.7019
C -1.4008 0.8745 1.3044
O -0.4713 1.0662 0.3526
B 0.1979 -0.1883 0.0417
O -0.4853 -1.2051 0.8769
C -1.3582 -0.6233 1.6598
O -1.9971 -1.1278 2.5411
O 1.6444 -0.1896 0.3207
C 2.3159 -0.4622 -0.7842
O 3.4941 -0.2998 -0.9310
C 1.2781 -0.6794 -1.9076
O 0.0818 -0.5407 -1.3948
O 1.5583 -0.9750 -3.0377
O -1.4432 4.7958 0.9274
H -0.6979 4.2081 1.0735
H -2.0219 4.2896 0.3418
O 2.9868 -0.0111 -5.7114
H 3.6924 0.1304 -5.0732
H 2.2478 -0.3290 -5.1813
O -1.8610 3.0252 -1.4894
H -1.2148 3.5438 -1.9798
H -1.5004 2.1328 -1.4777
O -4.8255 -1.1458 1.6184
H -5.1498 -0.9072 2.4933
H -3.8690 -1.1301 1.7456
O 6.1925 -0.5599 -1.6266
H 6.4522 -0.9751 -0.8000
H 5.2237 -0.5370 -1.5874
O 3.5138 -0.8597 2.5862
H 3.5585 0.0703 2.3449
H 3.1382 -1.2807 1.8097
O -0.1330 -3.7509 3.3963
H -0.6032 -3.5514 2.5801
H 0.0657 -2.8853 3.7652
O 2.3368 3.1278 -0.5221
H 2.6439 2.4563 -1.1393
H 1.4951 2.7936 -0.1917
O -3.5758 1.1817 4.2048
H -4.4924 1.4542 4.1051
H -3.0864 1.7637 3.6066
O -1.1710 -0.0010 -4.2957
H -1.8306 0.0239 -3.5961
H -0.4951 -0.6041 -3.9638
O -4.4792 -1.5766 4.5523
H -4.9318 -1.0605 5.2253
H -3.6709 -1.0773 4.3676
O 1.2560 -3.5501 -4.3349
H 1.4118 -2.6481 -4.0247
H 2.1341 -3.9074 -4.4927

[2]
188
Properties=species:S:1:pos:R:3 method="wB97M-V/def2-TZVPD" homo_ev="-11.26 / -11.26" multiplicity=2 homo_lumo_gap_ev="9.21 / 3.01" total_energy_ev=-189966.8507 charge=+1
C 22.1043 6.9745 16.6396
O 22.6409 6.6452 17.9496
C 22.8355 5.2149 18.1617
C 23.3497 5.0017 19.6068
O 22.5928 5.4132 20.7116
C 23.3488 5.5516 21.9413
H 21.8169 8.0181 16.7675
H 21.1662 6.4445 16.4744
H 22.8107 7.1082 15.8204
H 23.5858 4.8236 17.4745
H 21.8809 4.7278 17.9627
H 24.3463 5.4431 19.5939
H 23.5334 3.9438 19.7942
H 22.8018 6.0670 22.7308
H 24.3266 6.0065 21.7832
H 23.6102 4.5569 22.3024
C 21.3844 1.8378 23.5655
O 20.8057 0.5016 23.7002
C 21.7083 -0.5760 23.5508
C 20.9488 -1.8247 23.3144
O 21.8647 -2.9070 23.4900
C 21.2300 -4.1601 23.3793
H 20.5573 2.5475 23.5858
H 21.8941 1.9749 22.6118
H 22.0184 2.1585 24.3922
H 22.3250 -0.6720 24.4444
H 22.3683 -0.4460 22.6932
H 20.6141 -1.8248 22.2771
H 20.1613 -1.8904 24.0652
H 21.9677 -4.9625 23.3852
H 20.5679 -4.1838 22.5138
H 20.5635 -4.4115 24.2043
C 23.3393 -3.1500 16.1818
O 24.7210 -3.2320 16.6893
C 24.7362 -4.2377 17.6648
C 23.8185 -4.0723 18.8472
O 24.4590 -3.1311 19.7483
C 23.7347 -2.9319 20.9404
H 23.2629 -2.5251 15.2920
H 22.8044 -2.5898 16.9488
H 22.7805 -4.0774 16.0562
H 25.8019 -4.3122 17.8812
H 24.5273 -5.1569 17.1176
H 23.8550 -5.0549 19.3176
H 22.8174 -3.7353 18.5781
H 23.2800 -3.8134 21.3923
H 22.9652 -2.2373 20.6035
H 24.2616 -2.4648 21.7725
C 22.1299 4.5707 13.4914
C 20.8006 4.2990 14.0562
O 20.9255 3.2549 15.0234
C 20.6533 2.0019 14.6866
O 20.1868 1.6938 13.5919
C 20.9325 0.9105 15.8384
F 19.8183 0.1789 16.0046
F 21.8268 0.0565 15.3931
F 21.2833 1.5136 16.9235
H 22.7900 4.8921 14.2971
H 22.0276 5.4005 12.7921
H 22.7428 3.7807 13.0574
H 20.0101 4.1180 13.3278
H 20.4969 5.1789 14.6235
C 17.5800 -5.6174 17.9261
C 17.6702 -4.4231 17.0292
O 18.2707 -3.3249 17.6998
C 19.6670 -3.3128 18.0380
O 20.4733 -4.1085 17.5520
C 20.0527 -2.2736 19.0752
F 19.0011 -1.5619 19.4402
F 20.4964 -2.8560 20.1661
F 21.0410 -1.5398 18.6401
H 17.0002 -5.2951 18.7910
H 18.5658 -5.9851 18.2109
H 16.9522 -6.3644 17.4403
H 16.6467 -4.1575 16.7649
H 18.1706 -4.5107 16.0648
C 32.2623 -4.0941 14.7117
C 31.6859 -2.9553 15.5455
O 30.2844 -3.1152 15.8577
C 29.3815 -2.2892 15.2679
O 29.6000 -1.5707 14.2702
C 27.9613 -2.5124 15.7778
F 28.0436 -3.0575 17.0290
F 27.2276 -1.4528 15.6142
F 27.4873 -3.5030 14.9957
H 32.0572 -5.0633 15.1662
H 33.3518 -4.0836 14.7426
H 31.7117 -4.1572 13.7731
H 32.0000 -1.9679 15.2070
H 32.1362 -3.0320 16.5352
C 25.4699 1.7678 29.5883
C 25.3690 2.2968 28.2080
O 25.8494 1.4194 27.2065
C 24.9803 0.4695 26.6224
O 23.7615 0.3810 26.7791
C 25.6902 -0.5238 25.6690
F 25.4470 -0.2924 24.3639
F 27.0074 -0.4451 25.8191
F 25.3683 -1.8026 25.9327
H 24.7246 0.9918 29.7627
H 25.3671 2.6160 30.2650
H 26.4663 1.3478 29.7257
H 25.8878 3.2510 28.1159
H 24.3377 2.5633 27.9768
C 26.9350 4.2114 19.3849
C 28.2524 3.3747 19.3782
O 29.3522 4.0455 18.7844
C 29.3708 4.3988 17.4530
O 28.4427 4.2069 16.6497
C 30.6910 5.1230 17.1195
F 30.2764 6.2766 16.5275
F 31.3771 5.3888 18.2677
F 31.3796 4.3909 16.1967
H 26.7827 4.4206 18.3261
H 27.0587 5.1277 19.9621
H 26.0923 3.6384 19.7719
H 28.1431 2.3891 18.9257
H 28.5408 3.2127 20.4168
C 25.7181 5.5643 15.5203
C 26.3116 7.0058 15.3910
O 25.7011 7.9658 16.2575
C 25.7458 7.8343 17.6410
O 26.4082 7.1251 18.3262
C 24.8881 8.9889 18.3363
F 25.6771 9.8970 18.8262
F 24.0281 9.5933 17.5192
F 24.2216 8.5866 19.3584
H 25.7670 5.2933 16.5749
H 26.3265 4.7995 15.0376
H 24.7788 5.2743 15.0493
H 26.2630 7.3216 14.3488
H 27.3882 6.9722 15.5578
C 29.7698 -1.6739 19.3361
C 29.3619 -0.4570 20.2622
O 29.7909 -0.6023 21.6170
C 29.3047 -1.5143 22.4273
O 28.5402 -2.3746 22.0440
C 29.7626 -1.3507 23.8671
F 31.0506 -1.6453 23.9529
F 29.5465 -0.1175 24.3926
F 29.1067 -2.3083 24.6359
H 29.3975 -2.5986 19.7769
H 30.8577 -1.6745 19.4034
H 29.4985 -1.5227 18.2913
H 28.2797 -0.3649 20.1709
H 29.7155 0.4767 19.8247
C 30.2852 6.3220 25.5100
C 29.4429 5.9056 24.2583
O 28.6952 4.7369 24.5070
C 28.0664 4.0893 23.5134
O 28.1102 4.3096 22.3423
C 27.2445 2.8322 23.9352
F 27.7734 1.7998 23.2708
F 27.2741 2.5718 25.2298
F 25.9828 2.8979 23.6196
H 31.0150 5.5224 25.6368
H 29.7387 6.6423 26.3970
H 30.7849 7.2706 25.3133
H 30.0004 5.6378 23.3608
H 28.7286 6.6830 23.9869
C 24.5241 2.1542 16.8062
C 25.1461 0.7688 17.0826
O 25.4812 0.7021 18.4063
C 24.6549 0.2900 19.4120
O 23.4798 0.0297 19.2882
C 25.3833 0.2779 20.7690
F 26.0841 -0.8495 20.9005
F 26.2620 1.2779 20.8487
F 24.5291 0.2963 21.8462
H 25.2895 2.9030 17.0102
H 23.7625 2.3704 17.5554
H 24.0681 2.3375 15.8333
H 26.0120 0.4942 16.4801
H 24.5114 -0.0928 16.8757
C 28.7538 1.7674 13.3251
C 27.7031 1.3041 14.2769
O 26.6927 0.6082 13.6074
C 25.6794 1.2647 12.9257
O 25.7236 2.4304 12.5735
C 24.4960 0.3467 12.5648
F 24.6537 -0.9408 12.9480
F 23.4394 0.8082 13.2700
F 24.1923 0.4096 11.2502
H 29.6215 2.1789 13.8408
H 28.3863 2.5617 12.6754
H 29.1320 0.9116 12.7659
H 27.1112 1.9972 14.8747
H 28.1214 0.6086 15.0046

[3]
6
Properties=species:S:1:pos:R:3 method="wB97M-V/def2-TZVPD" homo_ev=-9.02 multiplicity=1 de_lowest_kj_mol=72.41 homo_lumo_gap_ev=7.93 total_energy_ev=-36189.0792 charge=0
C -1.7438 -0.7302 -0.4182
S -1.8022 -1.9298 0.6256
I -2.2257 1.2157 0.3754
I -1.0369 -0.7510 -2.3556
I 3.5089 1.7505 1.3160
H 3.2998 0.4448 0.4568